# 1
Density functional theory data (wB97M-V/def2-TZVPD) for C3H3NO2 in the gas phase at a distorted geometry.

```
! wB97M-V def2-TZVPD RIJCOSX def2/J DEFGRID3
* xyz 0 1
N 2.404 -1.053 -0.497
C 1.469 -0.437 -0.209
C 0.268 0.309 0.206
O 0.119 1.453 -0.567
C -0.959 -0.608 0.137
O -1.985 -0.220 -0.359
H 0.400 0.549 1.277
H -0.827 1.664 -0.567
H -0.856 -1.602 0.611
*
```

Calculated values
ΔE to the lowest compared entry with this formula, charge and spin	40.7	kcal/mol
E_tot	-8743.3647	eV
HOMO-LUMO gap	11.3	eV

Löwdin atomic charges, in units of e:
1 N 0.1741
2 C -0.1483
3 C -0.3566
4 O 0.0117
5 C -0.1774
6 O 0.0905
7 H 0.1627
8 H 0.1028
9 H 0.1405



# 2
Density functional theory data (wB97M-V/def2-TZVPD) for C3H2O2S3 as an isolated structure at a distorted geometry.

```
! wB97M-V def2-TZVPD RIJCOSX def2/J DEFGRID3
* xyz 0 1
C -0.038 1.264 0.485
C 0.371 -0.167 -0.038
C -0.412 -0.635 -1.254
H 1.499 0.871 1.592
H -1.082 -2.179 0.467
O 0.690 1.630 1.683
O -0.892 2.029 0.136
S 1.542 -0.968 0.617
S -1.782 -1.562 -0.991
S 0.105 -0.283 -2.696
*
```

Calculated values
ΔE to the lowest compared entry with this formula, charge and spin	55.1	kcal/mol
E_tot	-39740.9352	eV
HOMO-LUMO gap	7.4	eV

Löwdin atomic charges, in units of e:
1 C -0.4656
2 C -0.8052
3 C -1.4271
4 H 0.0705
5 H 0.0961
6 O -0.0502
7 O 0.1333
8 S 0.9123
9 S 0.7648
10 S 0.7710



# 3
Density functional theory data (wB97M-V/def2-TZVPD) for C10H8AuF3NO5S as an isolated structure.

```
! wB97M-V def2-TZVPD RIJCOSX def2/J DEFGRID3
* xyz 1 3
Au 0.915 -0.454 0.158
O 5.092 0.383 -0.699
C 3.782 0.417 -0.692
O 3.115 -0.344 -0.009
C 3.238 1.458 -1.637
O 1.849 1.594 -1.474
C 1.393 2.821 -1.074
C 1.356 2.715 2.077
O 0.809 3.703 2.303
O 1.902 1.713 1.842
H 5.413 -0.323 -0.113
H 3.452 1.113 -2.652
H 3.777 2.394 -1.479
H 0.324 2.927 -1.150
H 2.072 3.660 -1.142
F -5.442 -0.941 0.580
C -4.269 -0.312 0.498
F -4.153 0.494 1.563
F -4.288 0.464 -0.594
C -3.123 -1.291 0.440
C -3.333 -2.656 0.430
C -2.253 -3.533 0.360
C -0.981 -3.013 0.305
N -0.788 -1.687 0.327
C -1.812 -0.829 0.386
S -1.202 0.803 0.365
H -4.344 -3.038 0.474
H -2.399 -4.602 0.352
H -0.100 -3.636 0.255
*
```

Calculated values
ΔE to the lowest compared entry with this formula, charge and spin	2.9	kcal/mol
⟨S²⟩	2.0118
E_tot	-44899.5775	eV
HOMO-LUMO gap (spin up / spin down)	8.0 / 6.4	eV

Löwdin atomic charges, in units of e:
1 Au 0.9056
2 O 0.1924
3 C -0.4549
4 O -0.0150
5 C -0.0904
6 O -0.1971
7 C -0.0020
8 C -0.4374
9 O 0.2391
10 O 0.1242
11 H 0.1636
12 H 0.1634
13 H 0.1500
14 H 0.0594
15 H 0.0849
16 F 0.1652
17 C -0.6090
18 F 0.1517
19 F 0.1535
20 C -0.0939
21 C 0.0469
22 C -0.0148
23 C -0.0822
24 N -0.1252
25 C -0.6481
26 S 0.7838
27 H 0.1383
28 H 0.1219
29 H 0.1261



# 4
Density functional theory data (wB97M-V/def2-TZVPD) for C16H25BaIN4O6P2S3 as an isolated structure at a distorted geometry.

```
! wB97M-V def2-TZVPD RIJCOSX def2/J DEFGRID3
* xyz -2 1
Ba -0.283 -0.351 -0.603
C -5.469 -1.772 -0.098
N -5.048 -1.951 -1.469
C -5.322 -1.075 -2.504
C -4.520 -1.392 -3.528
N -3.745 -2.479 -3.132
C -4.069 -2.824 -1.836
S -3.532 -4.082 -0.862
C -2.545 -2.815 -3.842
C -1.969 -4.074 -3.753
C -0.781 -4.266 -4.428
C -0.223 -3.222 -5.147
C -0.909 -2.021 -5.197
N -2.064 -1.824 -4.576
H -6.168 -2.555 0.201
H -5.934 -0.792 -0.015
H -4.596 -1.816 0.554
H -6.031 -0.278 -2.388
H -4.385 -0.941 -4.490
H -2.416 -4.840 -3.141
H -0.273 -5.218 -4.358
H 0.739 -3.317 -5.629
H -0.504 -1.173 -5.734
C 3.298 1.724 4.914
C 3.556 1.225 3.507
S 2.812 -0.335 3.101
C 4.340 1.953 2.667
C 4.946 3.243 3.198
S 4.721 1.562 0.973
H 2.492 1.150 5.366
H 3.016 2.784 4.935
H 4.179 1.619 5.560
H 5.407 3.114 4.183
H 4.190 4.033 3.301
H 5.704 3.600 2.502
N 2.287 -0.576 0.284
C 2.507 -1.119 -1.189
C 3.950 -1.592 -1.257
P 1.307 -2.695 -1.433
O 2.137 -3.720 -2.356
O 1.131 -3.172 -0.028
O 0.041 -2.347 -2.165
P 2.181 0.316 -2.501
O 3.596 1.095 -2.616
O 1.805 -0.291 -3.803
O 1.218 1.275 -1.827
H 1.694 -1.266 0.758
H 1.979 0.388 0.122
H 3.116 -0.427 1.019
H 4.106 -2.462 -0.614
H 4.606 -0.794 -0.906
H 4.208 -1.864 -2.281
H 2.652 -4.304 -1.789
H 4.053 0.805 -3.409
I -3.157 1.261 -0.929
C -2.299 0.431 1.276
H -3.361 0.373 1.558
H -2.103 1.489 1.528
*
```

Calculated values
ΔE to the lowest compared entry with this formula, charge and spin	33.3	kcal/mol
E_tot	-95127.2555	eV
HOMO-LUMO gap	3.6	eV

Löwdin atomic charges, in units of e:
1 Ba 1.7259
2 C -0.0793
3 N -0.1467
4 C -0.1369
5 C -0.0742
6 N 0.0169
7 C -0.7501
8 S 0.6010
9 C -0.2775
10 C -0.0397
11 C -0.0752
12 C -0.0715
13 C -0.1327
14 N 0.1345
15 H 0.0809
16 H 0.0778
17 H 0.0676
18 H 0.1067
19 H 0.1097
20 H 0.0555
21 H 0.1069
22 H 0.1044
23 H 0.1076
24 C -0.2004
25 C -0.8517
26 S 0.3951
27 C -0.8715
28 C -0.2003
29 S 0.3191
30 H 0.0259
31 H 0.0524
32 H 0.0569
33 H 0.0500
34 H 0.0579
35 H 0.0240
36 N -0.1110
37 C -0.4843
38 C -0.1255
39 P 0.2231
40 O -0.1369
41 O -0.3398
42 O -0.5096
43 P 0.2546
44 O -0.1503
45 O -0.3262
46 O -0.5458
47 H 0.0127
48 H 0.0283
49 H -0.0374
50 H 0.0833
51 H 0.0476
52 H 0.0771
53 H 0.0731
54 H 0.0654
55 I 0.3279
56 C -0.5088
57 H -0.1546
58 H -0.1319



# 5
Density functional theory data (wB97M-V/def2-TZVPD) for a 2-piece molecular cluster, C9H14 overall at a distorted geometry.

```
! wB97M-V def2-TZVPD RIJCOSX def2/J DEFGRID3
* xyz 0 1
C -0.234 1.285 -2.088
C 0.308 1.364 -0.679
C 1.168 0.336 -0.264
C 1.433 0.223 1.100
C 0.895 1.065 2.064
C 0.115 2.117 1.621
C -0.215 2.230 0.265
H 0.234 2.075 -2.695
H -1.300 1.443 -2.260
H 0.020 0.342 -2.565
H 1.704 -0.378 -0.869
H 2.037 -0.642 1.362
H 1.138 0.903 3.104
H -0.162 2.980 2.215
H -0.817 3.054 -0.097
C -1.097 -2.156 0.657
C -0.490 -2.435 -0.736
H -0.400 -2.488 1.438
H -1.219 -1.116 0.957
H -1.985 -2.771 0.776
H -0.673 -1.689 -1.517
H -1.051 -3.273 -1.146
H 0.592 -2.470 -0.643
*
```

Calculated values
ΔE to the lowest compared entry with this formula, charge and spin	17.5	kcal/mol
E_tot	-9559.4213	eV
HOMO-LUMO gap	10.1	eV

Löwdin atomic charges, in units of e:
1 C -0.0591
2 C -0.2729
3 C -0.0718
4 C -0.1069
5 C -0.0951
6 C -0.0877
7 C -0.0576
8 H 0.0805
9 H 0.0794
10 H 0.0605
11 H 0.1063
12 H 0.1044
13 H 0.0996
14 H 0.1006
15 H 0.1103
16 C -0.1565
17 C -0.1578
18 H 0.0606
19 H 0.0513
20 H 0.0557
21 H 0.0443
22 H 0.0605
23 H 0.0512



# 6
Density functional theory data (wB97M-V/def2-TZVPD) for C12H26HfNO3P2 as an isolated structure at a distorted geometry.

```
! wB97M-V def2-TZVPD RIJCOSX def2/J DEFGRID3
* xyz 3 1
Hf 0.658 -0.193 1.707
P 0.599 2.287 -1.851
C -0.891 1.433 -1.356
C -0.578 -0.029 -1.321
N -0.376 -0.606 -0.102
C -0.233 -1.963 0.014
C -0.249 -2.747 -1.122
C -0.318 -2.165 -2.381
C -0.472 -0.781 -2.482
C -0.159 -2.580 1.413
P -0.428 -1.729 3.165
H -0.591 -0.284 -3.446
H -0.170 -3.819 -0.980
H -0.296 -2.781 -3.286
H -1.033 -3.258 1.514
H 0.735 -3.238 1.469
H -1.325 1.770 -0.504
H -1.560 1.635 -2.213
H -5.039 4.279 -0.193
O -5.877 3.942 -0.294
H -5.753 3.022 -0.561
H 0.527 3.856 -1.228
O 0.478 3.887 -0.267
H 1.294 4.338 -0.141
C -2.231 -1.791 3.370
H -2.638 -2.809 3.518
H -2.468 -1.176 4.256
H -2.739 -1.328 2.505
C 0.366 -2.825 4.367
H 0.728 -2.170 5.179
H -0.317 -3.579 4.803
H 1.247 -3.342 3.942
C 2.268 1.768 -2.095
H 2.443 1.974 -3.155
H 3.058 2.227 -1.495
H 2.227 0.698 -1.906
C 0.115 3.048 -3.399
H 0.701 3.918 -3.691
H 0.352 2.210 -4.036
H -0.945 3.280 -3.453
C 3.828 -0.884 1.130
O 2.485 -0.643 1.577
H 3.945 -0.592 0.074
H 4.078 -1.953 1.228
H 4.553 -0.307 1.728
*
```

Calculated values
ΔE to the lowest compared entry with this formula, charge and spin	195.8	kcal/mol
E_tot	-40349.5039	eV
HOMO-LUMO gap (spin up / spin down)	3.8 / 3.8	eV

Löwdin atomic charges, in units of e:
1 Hf 1.5874
2 P 0.9448
3 C -0.2295
4 C -0.3073
5 N -0.0650
6 C -0.3343
7 C 0.0285
8 C 0.0452
9 C 0.0267
10 C -0.2562
11 P 0.7806
12 H 0.1475
13 H 0.1490
14 H 0.1527
15 H 0.1339
16 H 0.1218
17 H 0.0593
18 H 0.1273
19 H -0.0267
20 O -0.0085
21 H 0.0350
22 H -0.0680
23 O -0.0542
24 H 0.0663
25 C -0.2240
26 H 0.0920
27 H 0.0804
28 H 0.0692
29 C -0.1993
30 H 0.0778
31 H 0.0924
32 H 0.0794
33 C -0.1862
34 H 0.0756
35 H 0.0794
36 H 0.0467
37 C -0.1680
38 H 0.0930
39 H 0.0648
40 H 0.0818
41 C -0.0838
42 O -0.4352
43 H 0.0914
44 H 0.1061
45 H 0.1099



Which formula does entry 2 have?
C3H2O2S3